(1)
83
Properties=species:S:1:pos:R:3 method="wB97M-V/def2-TZVPD" orbital_gap_ha="0.2099 / 0.2287" lumo_ev="-8.21 / -7.91" total_charge=+2
Ga 8.3480 -12.2892 17.7617
C 8.1601 -9.8269 10.7601
C 7.9417 -11.1992 11.4507
C 6.4428 -11.6050 11.3934
C 8.6874 -12.3466 10.7877
C 8.3788 -11.0975 12.8932
C 7.5170 -11.2552 13.9630
C 8.0493 -11.4160 15.2498
N 7.3320 -11.6355 16.4178
C 5.9907 -12.0066 16.5684
C 4.8933 -11.2284 16.1639
C 3.6051 -11.7194 16.3238
C 3.4572 -13.0604 16.7797
C 4.4973 -13.8094 17.3059
C 5.7850 -13.1842 17.3601
O 6.8079 -13.6199 18.0757
C 4.2895 -15.2200 17.8217
C 5.3009 -16.1180 17.0860
C 2.8659 -15.6942 17.5718
C 4.6150 -15.2622 19.3272
C 2.3779 -10.9087 16.0162
C 2.4584 -10.3868 14.5580
C 1.0874 -11.7364 16.2246
C 2.2626 -9.7297 17.0455
C 9.4813 -11.5313 15.4059
O 9.9010 -12.0235 16.5595
C 10.3243 -11.1914 14.3275
C 9.7428 -10.9486 13.0973
C 11.8139 -11.0278 14.4933
C 12.1630 -10.0609 15.6507
C 12.4531 -12.3756 14.7993
C 12.4502 -10.5375 13.2067
H 7.7739 -9.8026 9.7312
H 7.6298 -9.0650 11.3525
H 9.2241 -9.5235 10.6766
H 6.1206 -11.7878 10.3702
H 6.2902 -12.5007 12.0243
H 5.8178 -10.7919 11.7955
H 8.4676 -12.4883 9.7094
H 9.7930 -12.3142 10.8649
H 8.4448 -13.2924 11.3020
H 6.4500 -11.1897 13.8352
H 5.0938 -10.2652 15.7470
H 2.4726 -13.5246 16.7115
H 5.1516 -16.0131 15.9649
H 6.3437 -15.8824 17.2773
H 5.1350 -17.1687 17.3649
H 2.5930 -15.6668 16.4918
H 2.7405 -16.7374 17.8913
H 2.0772 -15.1224 18.1057
H 5.6588 -14.9378 19.5079
H 3.9278 -14.6134 19.9479
H 4.4581 -16.3045 19.6763
H 2.7553 -11.2056 13.8523
H 1.5020 -9.8988 14.2287
H 3.2577 -9.5765 14.4579
H 1.0124 -12.5913 15.5147
H 0.9896 -12.1421 17.2563
H 0.2017 -11.1225 15.9987
H 3.1927 -9.1168 17.0745
H 1.4022 -9.0491 16.8309
H 2.1602 -10.1257 18.0785
H 10.3855 -10.6377 12.2548
H 11.9034 -10.4689 16.6096
H 13.2559 -9.9168 15.6639
H 11.6348 -9.0795 15.5397
H 12.0839 -12.8343 15.7439
H 12.2323 -13.1203 13.9973
H 13.5469 -12.3119 14.8155
H 12.0339 -9.5942 12.8157
H 13.5379 -10.3652 13.3804
H 12.4214 -11.2835 12.3798
I 6.2715 -10.3016 19.5409
C 8.2176 -11.1292 20.3166
C 8.7250 -10.7637 21.5454
C 9.9595 -11.3098 21.9510
C 10.6168 -12.2307 21.1125
C 10.0480 -12.5830 19.9176
N 8.9004 -11.9826 19.5392
H 8.2370 -9.9775 22.1206
H 10.4490 -10.9619 22.8561
H 11.6379 -12.6654 21.2937
H 10.4854 -13.2718 19.1803


(2)
86
Properties=species:S:1:pos:R:3 method="wB97M-V/def2-TZVPD" orbital_gap_ha=0.2128 lumo_ev=2.51 total_charge=-1
Y 0.2022 -0.3961 0.4265
C 1.5436 -3.9687 1.0537
Si -0.2899 -3.8430 0.6200
C -0.8177 -5.5966 0.1573
C -1.1789 -3.4979 2.2553
C -0.5735 -2.5648 -0.6831
Si -2.3368 -2.5214 -1.2796
C -3.5599 -2.7652 0.1341
C -2.7339 -3.8978 -2.5234
C -2.8946 -0.9514 -2.1417
Si 0.5939 -2.6879 -2.0783
C 0.2091 -1.5220 -3.4975
C 0.8587 -4.3990 -2.8241
C 2.3237 -2.0828 -1.5423
C 3.5346 -2.6483 -1.9348
C 4.7290 -2.0546 -1.5652
C 4.6989 -0.8947 -0.8101
C 3.4678 -0.3889 -0.4321
N 2.3164 -0.9653 -0.7832
H 1.6579 -4.6896 1.8690
H 1.9782 -3.0241 1.3934
H 2.1502 -4.3188 0.2147
H -0.5837 -6.2778 0.9815
H -0.3226 -5.9695 -0.7394
H -1.8949 -5.6519 -0.0144
H -0.5090 -3.7330 3.0865
H -2.0614 -4.1348 2.3481
H -1.5051 -2.4706 2.4098
H -3.4967 -3.7478 0.6026
H -4.5691 -2.6560 -0.2743
H -3.4423 -2.0174 0.9214
H -2.4734 -4.8958 -2.1692
H -2.2102 -3.7338 -3.4689
H -3.8052 -3.8861 -2.7468
H -2.5976 -0.0447 -1.6082
H -3.9869 -0.9862 -2.2141
H -2.5037 -0.8728 -3.1567
H -0.6644 -1.8464 -4.0654
H 1.0609 -1.4934 -4.1831
H 0.0186 -0.5086 -3.1378
H -0.0990 -4.8410 -3.0992
H 1.3540 -5.0859 -2.1349
H 1.4708 -4.3299 -3.7286
H 3.5320 -3.5541 -2.5276
H 5.6760 -2.4902 -1.8616
H 5.6034 -0.3879 -0.5039
H 3.3926 0.5038 0.1758
C -0.6037 1.3719 -0.6746
Ge -0.2498 2.9170 0.3124
C -0.6889 2.4018 2.1791
C -1.8157 1.5910 2.3515
C -2.2258 1.1723 3.6131
C -1.5149 1.5635 4.7345
C -0.4042 2.3842 4.5902
C -0.0028 2.7999 3.3293
C -1.3404 4.5331 -0.0514
C -2.5487 4.3790 -0.7279
C -3.3864 5.4629 -0.9610
C -3.0242 6.7283 -0.5235
C -1.8207 6.9034 0.1477
C -0.9923 5.8126 0.3788
C 1.6030 3.6404 0.3358
C 2.6314 2.9877 1.0205
C 3.9522 3.4095 0.9342
C 4.2834 4.5014 0.1431
C 3.2823 5.1575 -0.5582
C 1.9641 4.7286 -0.4592
H -0.3778 1.5243 -1.7411
H -2.3766 1.2895 1.4717
H -3.0960 0.5343 3.7139
H -1.8191 1.2284 5.7190
H 0.1537 2.6965 5.4654
H 0.8627 3.4468 3.2419
H -2.8207 3.3867 -1.0760
H -4.3237 5.3203 -1.4870
H -3.6755 7.5754 -0.7048
H -1.5277 7.8892 0.4903
H -0.0574 5.9683 0.9088
H 2.4131 2.1126 1.6256
H 4.7245 2.8816 1.4827
H 5.3122 4.8339 0.0719
H 3.5266 6.0056 -1.1876
H 1.2022 5.2614 -1.0194
O 0.1429 -0.7271 2.8647
N 1.3520 -0.5219 3.0924
O 2.0241 -0.3611 2.0328


(3)
89
Properties=species:S:1:pos:R:3 method="wB97M-V/def2-TZVPD" orbital_gap_ha=0.2298 lumo_ev=-0.32
N -0.1201 0.4418 -1.2313
C -0.6596 -0.6645 -0.7164
C -0.3545 -1.1916 0.5583
C 0.7301 -0.6640 1.2604
C 1.2903 0.4897 0.7343
C 0.8771 1.0125 -0.4829
H -1.4404 -1.1311 -1.2987
H -0.8529 -2.0504 0.9831
H 1.1374 -0.9790 2.2098
H 2.0268 0.9883 1.3471
H 1.2630 1.9389 -0.8822
N -0.9287 0.4952 -4.6939
C -0.2990 0.1088 -3.5631
C 0.6908 0.8995 -2.9944
C 1.1083 2.0955 -3.6031
C 0.5523 2.3840 -4.8067
C -0.4567 1.5685 -5.3422
H -0.6677 -0.8590 -3.2567
H 1.1449 0.5110 -2.0948
H 1.9686 2.6395 -3.2420
H 0.8376 3.2158 -5.4337
H -0.9619 1.8096 -6.2658
N -2.8740 1.7404 -2.5121
C -1.5192 1.9417 -2.4442
C -0.9650 2.6898 -1.4183
C -1.8396 3.1405 -0.3888
C -3.1875 2.8614 -0.4271
C -3.6708 2.1697 -1.5244
H -1.0255 1.5357 -3.3147
H 0.0997 2.8682 -1.4505
H -1.4964 3.7980 0.3963
H -3.8066 3.2101 0.3862
H -4.7425 2.0440 -1.5702
C -2.0852 -2.0969 3.4785
C -0.6471 -2.5612 3.2327
O -0.8881 -3.4549 2.1510
C -2.0417 -3.1369 1.5518
O -2.4296 -3.6294 0.4936
O -2.7311 -2.2330 2.2639
H -2.1157 -1.0284 3.6919
H -2.5264 -2.6400 4.3142
H -0.3002 -3.2422 4.0098
H 0.0709 -1.7671 3.0274
C -0.5866 1.8484 1.4574
C -1.5875 0.7154 1.2294
O -2.8344 1.3378 1.5958
C -2.6201 2.5863 2.1051
O -3.4919 3.3934 2.4743
O -1.3134 2.8416 2.1201
H -0.1263 2.2212 0.5423
H 0.1946 1.4864 2.1258
H -1.2909 -0.1785 1.7781
H -1.6370 0.5496 0.1532
C -3.2807 -4.1889 -3.0280
C -2.9828 -3.9869 -1.5371
C -1.4970 -3.7029 -1.3707
C -1.0381 -2.4673 -2.0147
N -0.6375 -1.4915 -2.5058
H -3.0726 -3.2751 -3.5845
H -4.3437 -4.3422 -3.2140
H -2.7318 -5.0224 -3.4664
H -3.3433 -4.8226 -0.9374
H -3.5965 -3.1434 -1.2209
H -0.9177 -4.5723 -1.6818
H -1.4005 -3.5193 -0.3006
C 3.5289 0.1049 -1.4316
C 4.1959 1.1571 -0.5830
C 3.2492 2.2565 0.0272
C 2.3997 2.9325 -1.0093
N 1.7789 3.5224 -1.8203
H 2.8021 0.5598 -2.1047
H 2.9277 -0.6271 -0.8923
H 4.3056 -0.4271 -1.9809
H 4.7957 1.8221 -1.2045
H 4.9036 0.6904 0.1021
H 3.8103 3.0473 0.5251
H 2.7314 1.7473 0.8400
C 2.6077 0.1052 5.2774
C 3.4258 -0.8712 4.4499
C 3.0524 -0.9258 3.0020
C 3.3642 0.2528 2.1838
N 3.5964 1.2519 1.6051
H 1.5426 0.0575 5.0505
H 2.9660 1.0814 4.9509
H 2.7053 0.0954 6.3630
H 3.2756 -1.8930 4.7984
H 4.4905 -0.6877 4.5943
H 1.9722 -1.0671 2.9651
H 3.5443 -1.7203 2.4408


(4)
90
Properties=species:S:1:pos:R:3 method="wB97M-V/def2-TZVPD" orbital_gap_ha=0.2060 lumo_ev=-10.60 total_charge=+3 de_lowest_ev=0.765
Ti 0.8466 -0.4242 -0.2581
C -4.6505 0.7371 -0.0660
C -3.1740 0.9278 0.0941
C -2.4917 1.8481 -0.7140
C -1.1569 2.1206 -0.5083
C -0.4508 1.4769 0.5286
C -1.1323 0.5407 1.3345
C -2.4649 0.2490 1.0893
H -5.1721 1.5893 0.3770
H -5.0068 -0.1600 0.4373
H -4.9422 0.7117 -1.1162
H -3.0364 2.3871 -1.4799
H -0.6668 2.8807 -1.1019
H 0.4821 1.9161 0.8789
H -0.6459 0.1167 2.2069
H -2.9863 -0.4506 1.7312
C 2.4949 0.2675 5.0990
C 1.5979 0.8420 3.9996
C 2.3511 1.7148 3.0187
C 2.7896 2.9528 3.4760
C 3.4868 3.8212 2.6562
C 3.7549 3.4671 1.3450
C 3.3278 2.2521 0.8250
C 3.6404 1.9494 -0.6161
C 2.6874 2.6538 -1.5793
C 2.6338 1.3838 1.6803
N 2.1360 0.1127 1.1865
C 2.4883 -0.9669 1.8578
C 1.7406 -2.1388 1.6563
C 1.7202 -3.3919 2.2269
C 0.6320 -4.0892 1.6461
C 0.0308 -3.2465 0.7449
N 0.6800 -2.0340 0.7303
H 1.9138 -0.3288 5.8009
H 2.9756 1.0670 5.6609
H 3.2943 -0.3593 4.6962
H 0.8233 1.4558 4.4644
H 1.0605 0.0301 3.4998
H 2.5734 3.2371 4.4984
H 3.8234 4.7745 3.0404
H 4.3154 4.1415 0.7089
H 3.6749 0.8720 -0.7872
H 4.6553 2.2880 -0.8281
H 1.6648 2.2600 -1.5041
H 3.0116 2.5524 -2.6146
H 2.6189 3.7179 -1.3518
H 3.3129 -0.9215 2.5623
H 2.3917 -3.7590 2.9884
H 0.3179 -5.0946 1.8759
H -0.8196 -3.4253 0.1070
C -1.9138 -2.5707 -4.2377
N -2.3632 -1.9329 -2.9803
C -3.8029 -1.9888 -2.6479
C -1.5265 -1.3628 -2.2007
N -0.7655 -0.8223 -1.4938
H -2.4698 -2.1313 -5.0634
H -2.1095 -3.6398 -4.1848
H -0.8516 -2.3904 -4.3787
H -4.3647 -1.5342 -3.4616
H -3.9833 -1.4455 -1.7253
H -4.0987 -3.0296 -2.5301
C 7.9908 -1.4457 0.3177
C 7.5272 -0.3597 -0.6421
S 5.9385 -0.6689 -1.3512
O 5.6455 0.3248 -2.3558
O 4.9546 -0.8684 -0.2963
C 6.0783 -2.2449 -2.1930
C 5.0326 -2.3747 -3.3010
N 3.7511 -1.7109 -2.9653
C 2.9790 -2.0179 -1.9201
N 1.9805 -1.1135 -1.8085
C 2.1257 -0.2198 -2.8599
C 3.2208 -0.5735 -3.5497
N 3.7244 0.1314 -4.7186
O 4.5272 -0.4284 -5.4249
O 3.2106 1.2096 -4.9059
C 3.2033 -3.1975 -1.0529
H 8.8883 -1.1030 0.8290
H 8.2465 -2.3676 -0.2038
H 7.2344 -1.6562 1.0725
H 8.2017 -0.2079 -1.4862
H 7.3925 0.6062 -0.1482
H 6.0019 -3.0199 -1.4321
H 7.0670 -2.3121 -2.6496
H 4.8356 -3.4253 -3.5098
H 5.3747 -1.9095 -4.2163
H 1.4583 0.6018 -3.0506
H 3.6332 -4.0140 -1.6314
H 2.2611 -3.5437 -0.6363
H 3.8916 -2.9413 -0.2462


(5)
86
Properties=species:S:1:pos:R:3 method="wB97M-V/def2-TZVPD" orbital_gap_ha="0.2278 / 0.0779" lumo_ev="-4.52 / -8.60" total_charge=+1 spin_multiplicity=2 de_lowest_ev=0.000
C -24.5499 -33.3449 15.6791
C -24.0476 -33.1100 17.1005
O -24.1658 -33.9854 17.9281
C -23.4769 -31.7817 17.4642
H -25.3789 -34.0485 15.6028
H -23.6131 -33.6483 15.2116
H -24.9530 -32.4699 15.1693
H -24.3340 -31.1225 17.3267
H -22.5973 -31.6385 16.8365
H -23.1090 -31.7910 18.4902
C -21.4850 -36.3121 20.3384
C -22.0454 -37.0109 21.6009
O -21.6335 -36.7888 22.7262
C -23.0693 -38.0999 21.3484
H -21.2322 -37.0711 19.5980
H -20.5939 -35.6947 20.4519
H -22.2410 -35.7363 19.8045
H -23.7483 -37.7362 20.5773
H -23.6985 -38.2830 22.2194
H -22.5162 -39.0140 21.1321
C -12.2376 -30.1201 19.2826
C -12.9610 -31.4350 19.0201
O -13.6180 -31.9182 19.9244
C -12.9566 -31.9798 17.6791
H -12.6436 -29.3546 18.6214
H -11.1662 -30.2539 19.1334
H -12.3480 -29.7959 20.3174
H -11.9824 -31.9218 17.1936
H -13.6734 -31.3529 17.1486
H -13.3199 -33.0001 17.5567
C -17.8999 -38.4202 20.5785
C -17.0673 -38.8685 19.4351
O -17.1184 -38.3269 18.2945
C -16.0446 -39.9574 19.8189
H -18.4428 -37.4962 20.3797
H -17.4094 -38.3507 21.5493
H -18.6494 -39.1989 20.7205
H -16.5336 -40.9030 20.0529
H -15.4069 -39.5413 20.5989
H -15.4423 -40.1793 18.9380
C -19.3301 -33.8151 14.3922
C -20.4428 -34.7836 14.2905
O -21.5467 -34.3917 13.9423
C -20.2112 -36.2485 14.6240
H -19.1300 -33.4807 13.3743
H -18.4458 -34.2357 14.8710
H -19.4981 -33.0146 15.1126
H -19.5431 -36.6913 13.8852
H -21.2020 -36.7012 14.5867
H -19.8249 -36.3859 15.6340
F -12.7442 -33.7579 22.5430
C -13.7417 -34.5938 22.8574
C -15.0309 -34.1428 22.6502
C -16.0930 -35.0299 22.6889
C -15.8314 -36.4102 22.9797
C -14.5521 -36.8608 23.1215
C -13.4439 -35.9555 23.1145
H -15.2373 -33.1274 22.3456
H -17.1165 -34.7152 22.5486
H -16.7081 -37.0380 23.0397
H -14.4673 -37.9084 23.3698
H -12.4251 -36.3135 23.1036
F -14.9537 -28.1946 13.8954
C -15.1694 -28.5093 15.1646
C -16.0471 -29.5722 15.3858
C -16.1791 -30.0891 16.6605
C -15.5913 -29.4668 17.7194
C -14.7624 -28.3459 17.5347
C -14.6061 -27.8242 16.2396
H -16.6589 -30.0456 14.6321
H -16.8905 -30.8906 16.7944
H -15.7634 -29.8998 18.6937
H -14.2105 -27.8885 18.3425
H -13.9826 -26.9482 16.1393
F -19.9041 -31.8237 17.8184
C -19.0903 -32.8189 18.2813
C -19.3818 -34.1556 18.1421
C -18.5365 -35.1068 18.6802
C -17.3632 -34.7441 19.2639
C -16.9790 -33.4015 19.3127
C -17.8838 -32.4594 18.8585
H -20.3265 -34.3148 17.6435
H -18.7448 -36.1445 18.4653
H -16.5747 -35.4298 19.5368
H -16.0496 -33.1015 19.7739
H -17.5535 -31.4314 18.8779